No. 1
ORCA calculation (the ωB97M-V functional and the def2-TZVPD basis) on a structure of composition C16H17HoN2 in a non-equilibrium geometry.

XYZ file:
```
36
Properties=species:S:1:pos:R:3:lowdin_charge:R:1
C -1.6016 -0.3263 -2.8456 -0.1023
C -1.6039 1.0633 -2.7130 -0.1007
H -2.3751 -0.9310 -2.3508 0.0855
H -1.1749 -0.8329 -3.7331 0.1079
H -1.2234 1.7215 -3.5132 0.1105
H -2.2548 1.5596 -1.9715 0.1026
Ho 0.2914 0.3507 -1.3953 1.6478
C 2.2395 -0.9429 -2.1766 -0.1903
C 1.8722 -0.1054 -3.2808 -0.1973
C 2.6450 1.2795 -1.5863 -0.1921
C 2.7348 -0.0865 -1.1235 -0.1888
H 1.6141 -0.4575 -4.2752 0.1268
H 2.0154 2.1190 -3.5722 0.1240
H 3.0359 2.1680 -1.0697 0.1288
C 2.1045 1.2592 -2.9192 -0.1717
H 3.1916 -0.4173 -0.1792 0.1319
H 2.2118 -2.0384 -2.1609 0.1302
N 0.8256 1.4882 0.7439 0.0052
C 0.2933 0.8189 1.9172 -0.2233
C 0.6418 1.1587 3.2140 0.0262
C -0.0933 0.6025 4.2870 -0.0194
C -1.0904 -0.3400 4.0537 0.0209
C -1.3410 -0.8350 2.7369 -0.1236
C -2.2989 -1.8254 2.4024 0.0584
C -2.4230 -2.2794 1.1018 -0.0088
C -1.5617 -1.7876 0.1187 -0.0962
N -0.6775 -0.7964 0.3989 -0.0520
C -0.6012 -0.2547 1.6641 -0.1596
H 0.5749 2.4796 0.7342 0.1294
H 1.8449 1.5255 0.8165 0.0939
H 1.4925 1.8263 3.4046 0.1405
H 0.1480 0.8810 5.3230 0.1341
H -1.7141 -0.7477 4.8735 0.1427
H -2.9708 -2.1695 3.1864 0.1432
H -3.1880 -2.9958 0.8115 0.1304
H -1.5836 -2.1318 -0.9224 0.1053
```

- spin multiplicity = 5
- total charge = +2
- energy (Eh) = -1676.911849
- orbital gap (spin up / spin down) (eV) = 6.6582 / 6.7336

***

No. 2
ORCA calculation (the ωB97M-V functional and the def2-TZVPD basis) on a structure of composition C25H27BNO5PPdS in a non-equilibrium geometry.

XYZ file:
```
62
Properties=species:S:1:pos:R:3:lowdin_charge:R:1
Pd -0.4809 -0.6172 -1.0851 0.9020
O -0.9933 1.2800 -0.8729 -0.4718
S -1.0671 1.7756 -2.3626 0.5607
O -2.1114 2.6907 -2.6305 -0.1972
O -0.9868 0.5713 -3.1675 -0.3125
C 0.5028 2.5852 -2.3973 -0.2533
C 0.6301 3.7805 -3.0726 -0.0056
C 1.8738 4.4048 -3.1378 -0.0055
C 2.9762 3.8295 -2.5344 -0.0200
C 2.8474 2.6303 -1.8382 -0.0604
C 1.6061 2.0032 -1.7529 -0.2962
P 1.6408 0.5764 -0.6338 1.1846
C 2.8137 -0.5957 -1.2212 -0.3744
C 3.0882 -0.6568 -2.5972 -0.0537
C 3.9644 -1.6142 -3.0758 -0.0302
C 4.5551 -2.5109 -2.1938 -0.0151
C 4.2675 -2.4697 -0.8291 -0.0387
C 3.3898 -1.5257 -0.3391 -0.0783
C 1.8795 1.0098 1.0673 -0.3362
C 0.7845 1.2648 1.8925 -0.0593
C 0.9996 1.6690 3.1981 -0.0342
C 2.2958 1.8256 3.6735 -0.0224
C 3.3870 1.5763 2.8500 -0.0346
C 3.1872 1.1639 1.5442 -0.0746
H -0.2401 4.2159 -3.5457 0.1340
H 1.9748 5.3422 -3.6675 0.1308
H 3.9440 4.3082 -2.5922 0.1274
H 3.7200 2.2042 -1.3574 0.1174
H 2.6239 0.0448 -3.2790 0.1208
H 4.1921 -1.6593 -4.1317 0.1261
H 5.2481 -3.2519 -2.5702 0.1268
H 4.7393 -3.1726 -0.1561 0.1234
H 3.1604 -1.4885 0.7189 0.1174
H -0.2236 1.1644 1.5104 0.0921
H 0.1575 1.8683 3.8464 0.1217
H 2.4576 2.1448 4.6943 0.1256
H 4.3933 1.7010 3.2253 0.1246
H 4.0398 0.9647 0.9072 0.1134
N 0.2525 -3.6150 -1.0015 0.2597
C -0.0087 -2.5020 -1.0752 -0.1029
H 0.4825 -4.5905 -0.9198 0.1405
C -3.4650 -1.8077 3.2272 0.0128
C -3.3508 -1.9160 1.7309 -0.3849
C -3.7340 -3.2829 1.2164 0.0040
O -1.8535 -1.7658 1.3775 0.1645
B -1.9743 -1.0673 0.2768 -0.7655
O -3.0514 -0.5301 -0.2476 0.1579
C -4.0193 -0.7260 0.9378 -0.3789
C -3.9861 0.5938 1.6723 0.0123
C -5.3749 -1.0346 0.3631 0.0174
H -2.9715 -2.6569 3.6967 0.1071
H -4.5194 -1.8317 3.5091 0.1164
H -3.0241 -0.8910 3.6107 0.0947
H -3.1103 -4.0373 1.6936 0.1071
H -3.6203 -3.3636 0.1342 0.1035
H -4.7732 -3.4960 1.4652 0.1117
H -2.9911 0.8279 2.0548 0.0965
H -4.6799 0.5695 2.5126 0.1124
H -4.2921 1.3902 0.9964 0.1138
H -5.3582 -1.8962 -0.2993 0.0979
H -5.7375 -0.1730 -0.1948 0.1106
H -6.0763 -1.2310 1.1765 0.1166
```

- ΔE to the lowest compared entry with this formula, charge and spin (kJ/mol) = 209.5
- total charge = +2
- energy (Eh) = -2291.564474
- orbital gap (eV) = 6.5020

***

total charge of number 2 (C25H27BNO5PPdS)? +2